No. 1
# C20H15Cl2N2O2S

A cluster of 2 separate species, C20H15Cl2N2O2S in total (the ωB97M-V functional and the def2-TZVPD basis, the OMol25 dataset).

## Properties
HOMO level   -0.093 Ha
E_LUMO   2.6324 eV
Charge   -1
Frontier orbital gap   5.152 eV

The geometry in XYZ format:
```
42
Properties=species:S:1:pos:R:3:forces:R:3
Cl 3.7399 -0.8692 4.5591 0.332 0.062 0.461
C 2.7597 -1.0923 3.1667 -0.904 -0.264 -1.332
C 1.3675 -1.0074 3.2658 0.100 0.032 -0.148
C 0.5701 -1.1880 2.1279 0.138 -0.005 0.409
C 1.1503 -1.4798 0.8973 -0.184 -0.253 0.133
S 0.0952 -1.6996 -0.5717 -0.316 -2.323 0.181
C -0.3434 -3.3657 -0.6315 1.357 0.856 3.658
Cl -1.0968 -3.9774 -1.9794 -0.821 -0.394 -2.358
O -1.0821 -0.8810 -0.3285 0.392 0.596 -0.434
O 1.0053 -1.3940 -1.6549 0.256 1.402 -0.778
C 2.5389 -1.5279 0.7902 0.329 -0.053 0.272
C 3.3475 -1.3515 1.9231 -0.338 0.087 0.123
H 0.9107 -0.7977 4.2315 0.090 -0.016 -0.211
H -0.5128 -1.0795 2.2107 0.316 -0.160 -0.149
H 0.4037 -4.0520 -0.2264 0.095 0.540 -0.108
H 3.0203 -1.6849 -0.1767 -0.354 -0.049 0.228
H 4.4304 -1.4116 1.8488 -0.181 0.042 -0.038
C -9.5237 -4.5458 0.2332 0.102 0.221 0.000
C -8.9337 -3.3638 0.6954 0.305 -0.265 -0.078
C -7.5649 -3.1485 0.5322 0.231 -0.060 -0.157
C -6.7674 -4.0891 -0.1390 -0.394 -0.548 0.066
N -5.3966 -3.7895 -0.3047 1.026 0.179 -0.559
C -4.5821 -4.3116 -1.0721 -1.237 -1.172 -0.540
N -3.8797 -4.9869 -1.8135 -0.917 0.525 1.072
C -3.8958 -5.0972 -3.2145 0.109 0.486 -0.634
C -3.2279 -6.1739 -3.8157 -0.146 0.143 0.697
C -3.2755 -6.3390 -5.1934 -0.102 0.192 -0.199
C -3.9566 -5.4095 -5.9933 0.082 -0.093 0.349
C -4.5975 -4.3169 -5.3968 0.163 -0.281 0.030
C -4.5687 -4.1554 -4.0160 0.107 -0.221 0.338
C -7.3659 -5.2860 -0.5978 0.148 0.299 0.052
C -8.7374 -5.5004 -0.4175 0.264 0.306 0.169
H -10.5930 -4.7131 0.3880 0.369 0.023 -0.120
H -9.5294 -2.6015 1.1930 0.058 -0.195 -0.052
H -7.0655 -2.2523 0.9122 -0.291 -0.275 -0.172
H -2.6951 -6.8597 -3.1442 -0.195 0.263 -0.469
H -2.7706 -7.1983 -5.6432 -0.163 0.344 0.088
H -3.9774 -5.5355 -7.0742 -0.014 0.036 0.219
H -5.1224 -3.5888 -6.0110 0.109 -0.119 0.087
H -5.0586 -3.3062 -3.5240 0.202 -0.320 -0.292
H -6.7374 -6.0402 -1.0866 -0.293 0.322 0.139
H -9.2022 -6.4142 -0.7811 0.170 0.112 0.057
```
Forces are in eV/Å.



No. 2
# C6H5N

An isolated molecule of C6H5N (the ωB97M-V functional and the def2-TZVPD basis, the OMol25 dataset).

## Properties
HOMO level   -0.320 Ha
E_LUMO   0.3224 eV
Charge   0
Frontier orbital gap   9.026 eV
Relative energy (zero: lowest compared OMol25 entry of this formula, charge and spin)   521.62 kJ/mol

The geometry in XYZ format:
```
12
Properties=species:S:1:pos:R:3:forces:R:3
C 0.2719 1.6802 0.2533 -0.552 -0.627 0.023
C 1.0713 0.7993 -0.3723 -0.529 0.205 0.255
C 0.7899 -0.6340 -0.6293 0.107 0.118 -0.214
N 0.5647 -1.5218 0.5071 0.048 -0.111 0.206
C -0.6058 -1.0345 -0.2153 -0.294 -0.102 -0.031
C -1.3028 0.0901 0.3241 0.369 0.427 -0.027
C -1.5112 1.2557 0.6779 0.628 -0.047 -0.239
H 2.0668 1.1567 -0.6666 -0.436 0.129 0.173
H 1.2450 -1.1205 -1.4884 0.035 0.040 0.143
H 0.6719 -1.0079 1.3806 0.028 -0.035 -0.157
H -1.1706 -1.7711 -0.7760 0.071 0.044 0.064
H -2.1691 2.0035 1.0935 0.525 -0.042 -0.195
```
Forces are in eV/Å.